Molecular formula: C42H24BrLaN13O6
Method: DFT, ωB97M-V with the def2-TZVPD basis set

* E_LUMO: 1.08 eV
* largest force on an atom: 1.7 eV/Å
* total charge: -1
* DFT total energy: -146506.77111 eV

CARTESIAN COORDINATES (ANGSTROEM)
La (0.428, -0.171, 0.169)
C (-4.387, -1.458, 0.084)
C (-3.027, -1.446, 0.360)
N (-2.416, -0.353, 0.795)
C (-3.148, 0.755, 0.871)
C (-4.482, 0.759, 0.460)
N (-5.114, -0.351, 0.118)
C (-2.526, 1.936, 1.503)
C (-3.358, 2.848, 2.146)
C (-2.813, 3.970, 2.749)
C (-1.433, 4.086, 2.728)
C (-0.656, 3.080, 2.153)
N (-1.193, 2.041, 1.505)
C (0.814, 3.158, 2.301)
C (1.380, 3.936, 3.314)
N (2.687, 4.125, 3.420)
C (3.448, 3.491, 2.540)
C (2.899, 2.627, 1.605)
N (1.591, 2.459, 1.477)
C (-3.662, 4.980, 3.418)
C (-4.829, 4.615, 4.083)
C (-5.580, 5.593, 4.715)
N (-5.253, 6.882, 4.727)
C (-4.138, 7.229, 4.091)
C (-3.319, 6.329, 3.428)
H (-4.902, -2.370, -0.191)
H (-2.424, -2.336, 0.261)
H (-5.062, 1.674, 0.416)
H (-4.425, 2.680, 2.160)
H (-0.955, 4.945, 3.172)
H (0.779, 4.399, 4.086)
H (4.514, 3.675, 2.596)
H (3.546, 2.058, 0.958)
H (-5.139, 3.580, 4.135)
H (-6.489, 5.328, 5.245)
H (-3.890, 8.284, 4.116)
H (-2.437, 6.684, 2.911)
O (1.317, -2.292, -0.678)
N (0.925, -3.384, -0.168)
N (0.145, -3.271, 0.834)
O (-0.255, -2.121, 1.325)
C (-0.397, -4.463, 1.400)
C (0.223, -5.693, 1.214)
C (-0.338, -6.826, 1.778)
C (-1.505, -6.742, 2.524)
C (-2.110, -5.509, 2.713)
C (-1.556, -4.366, 2.160)
H (1.137, -5.744, 0.641)
H (0.145, -7.785, 1.639)
H (-1.929, -7.631, 2.973)
H (-3.020, -5.432, 3.293)
H (-1.992, -3.391, 2.325)
Br (2.307, 3.673, -1.603)
C (1.074, 1.434, -3.743)
C (0.745, 1.776, -5.053)
C (-0.560, 1.591, -5.459)
C (-1.472, 1.048, -4.563)
C (-1.030, 0.730, -3.294)
N (0.217, 0.952, -2.874)
C (-1.893, -0.054, -2.316)
O (-3.115, 0.025, -2.406)
O (-1.208, -0.771, -1.516)
H (1.506, 2.175, -5.709)
H (-0.860, 1.845, -6.468)
H (-2.501, 0.841, -4.823)
O (2.393, 1.567, -3.415)
C (2.813, 1.576, -2.120)
N (2.291, 0.724, -1.172)
C (3.300, 0.228, -0.414)
O (3.098, -0.486, 0.567)
C (4.610, 0.734, -0.927)
C (5.915, 0.546, -0.515)
C (6.915, 1.202, -1.226)
C (6.606, 2.016, -2.311)
C (5.289, 2.213, -2.714)
C (4.308, 1.563, -1.997)
H (6.140, -0.095, 0.328)
H (7.948, 1.079, -0.929)
H (7.401, 2.517, -2.850)
H (5.034, 2.867, -3.537)
N (0.946, 0.090, 2.513)
C (1.573, -0.358, 3.381)
C (2.301, -0.869, 4.439)
C (1.840, -0.704, 5.762)
N (1.469, -0.567, 6.848)
C (3.509, -1.566, 4.208)
N (4.502, -2.134, 4.050)


Molecular formula: C42H27BrF5N6O6PSn
Method: DFT, ωB97M-V with the def2-TZVPD basis set

* E_LUMO: -8.93 eV
* largest force on an atom: 2.6 eV/Å
* total charge: +2
* DFT total energy: -163951.25713 eV

CARTESIAN COORDINATES (ANGSTROEM)
Sn (0.521, -0.729, -0.557)
O (1.576, -2.411, -1.793)
N (2.816, -2.277, -1.970)
N (3.339, -1.134, -1.832)
O (2.650, -0.094, -1.449)
C (4.766, -1.024, -1.889)
C (5.342, 0.237, -1.804)
C (6.721, 0.349, -1.760)
C (7.515, -0.787, -1.811)
C (6.930, -2.042, -1.932)
C (5.555, -2.170, -1.963)
H (4.710, 1.113, -1.787)
H (7.178, 1.325, -1.687)
H (8.591, -0.699, -1.750)
H (7.549, -2.926, -1.984)
H (5.085, -3.140, -2.038)
C (-2.354, -3.885, 1.318)
C (-1.686, -3.025, 0.447)
N (-0.501, -2.511, 0.729)
C (0.107, -2.827, 1.884)
C (-0.497, -3.671, 2.831)
C (-1.761, -4.201, 2.517)
C (0.185, -3.972, 4.052)
C (1.419, -3.477, 4.288)
C (2.076, -2.648, 3.327)
C (3.381, -2.157, 3.518)
C (3.943, -1.344, 2.565)
C (3.189, -1.018, 1.436)
N (1.973, -1.488, 1.229)
C (1.413, -2.300, 2.140)
H (-3.319, -4.283, 1.041)
H (-2.111, -2.753, -0.510)
H (-2.253, -4.858, 3.223)
H (-0.308, -4.613, 4.770)
H (1.941, -3.699, 5.209)
H (3.929, -2.434, 4.410)
H (4.940, -0.946, 2.671)
H (3.594, -0.351, 0.685)
F (-2.980, 1.092, -7.755)
C (-2.753, 0.897, -6.477)
C (-3.716, 1.250, -5.540)
F (-4.857, 1.787, -5.920)
C (-3.462, 1.033, -4.196)
F (-4.392, 1.361, -3.301)
C (-2.264, 0.480, -3.752)
P (-1.997, 0.334, -1.945)
C (-2.112, 2.041, -1.374)
C (-0.954, 2.814, -1.466)
C (-0.989, 4.151, -1.121)
C (-2.175, 4.719, -0.673)
C (-3.320, 3.944, -0.565)
C (-3.298, 2.601, -0.899)
C (-3.378, -0.633, -1.339)
C (-3.819, -0.458, -0.023)
C (-4.882, -1.209, 0.445)
C (-5.472, -2.169, -0.370)
C (-4.996, -2.383, -1.660)
C (-3.944, -1.627, -2.143)
C (-1.309, 0.128, -4.707)
Br (0.338, -0.628, -4.195)
C (-1.555, 0.332, -6.055)
F (-0.645, -0.006, -6.952)
H (-0.028, 2.358, -1.802)
H (-0.092, 4.751, -1.190)
H (-2.203, 5.761, -0.388)
H (-4.242, 4.388, -0.216)
H (-4.199, 2.011, -0.821)
H (-3.333, 0.269, 0.616)
H (-5.254, -1.047, 1.447)
H (-6.293, -2.763, 0.006)
H (-5.452, -3.134, -2.289)
H (-3.562, -1.804, -3.141)
F (3.101, 2.751, 4.754)
C (2.000, 3.188, 4.146)
C (0.956, 2.366, 3.970)
N (-0.175, 2.759, 3.296)
C (-1.220, 1.811, 2.999)
C (-0.565, 0.629, 2.175)
O (0.074, -0.187, 2.819)
O (-0.740, 0.706, 0.914)
C (-0.296, 4.057, 2.771)
O (-1.272, 4.404, 2.145)
N (0.765, 4.877, 3.042)
C (1.966, 4.584, 3.706)
O (2.824, 5.408, 3.859)
H (0.979, 1.349, 4.333)
H (-1.982, 2.318, 2.415)
H (-1.634, 1.370, 3.906)
H (0.659, 5.837, 2.738)


Molecular formula: C42H27BrF5N6O6PSn
Method: DFT, ωB97M-V with the def2-TZVPD basis set

* E_LUMO: -7.69 eV
* largest force on an atom: 1.9 eV/Å
* total charge: +2
* DFT total energy: -163952.59591 eV

CARTESIAN COORDINATES (ANGSTROEM)
Sn (0.005, -0.210, -0.010)
O (1.397, 0.951, 1.172)
N (1.770, 0.549, 2.331)
N (1.303, -0.570, 2.657)
O (0.501, -1.249, 1.863)
C (1.634, -1.138, 3.950)
C (2.306, -0.366, 4.886)
C (2.613, -0.935, 6.109)
C (2.246, -2.247, 6.388)
C (1.575, -2.999, 5.436)
C (1.266, -2.446, 4.202)
H (2.584, 0.654, 4.662)
H (3.143, -0.353, 6.850)
H (2.497, -2.686, 7.344)
H (1.299, -4.024, 5.646)
H (0.765, -3.023, 3.439)
C (-0.571, 3.459, -2.672)
C (-0.693, 2.512, -1.655)
N (0.236, 1.593, -1.437)
C (1.328, 1.556, -2.219)
C (1.559, 2.488, -3.229)
C (0.565, 3.456, -3.450)
C (2.773, 2.408, -3.998)
C (3.663, 1.421, -3.771)
C (3.402, 0.402, -2.788)
C (4.257, -0.694, -2.572)
C (3.929, -1.644, -1.636)
C (2.744, -1.501, -0.918)
N (1.927, -0.474, -1.115)
C (2.242, 0.475, -2.022)
H (-1.357, 4.183, -2.829)
H (-1.564, 2.492, -1.010)
H (0.693, 4.184, -4.242)
H (2.958, 3.158, -4.756)
H (4.585, 1.365, -4.335)
H (5.166, -0.785, -3.154)
H (4.561, -2.502, -1.455)
H (2.443, -2.237, -0.183)
F (-4.867, 5.806, 1.999)
C (-4.362, 4.604, 1.844)
C (-5.192, 3.507, 1.735)
F (-6.500, 3.658, 1.788)
C (-4.653, 2.240, 1.571)
F (-5.515, 1.239, 1.492)
C (-3.273, 2.029, 1.520)
P (-2.573, 0.355, 1.334)
C (-3.851, -0.679, 0.613)
C (-4.121, -0.522, -0.747)
C (-5.164, -1.217, -1.331)
C (-5.929, -2.086, -0.563)
C (-5.657, -2.251, 0.788)
C (-4.614, -1.560, 1.382)
C (-2.253, -0.199, 3.011)
C (-2.131, 0.696, 4.072)
C (-1.881, 0.218, 5.351)
C (-1.764, -1.144, 5.573)
C (-1.860, -2.038, 4.512)
C (-2.067, -1.569, 3.229)
C (-2.450, 3.165, 1.643)
Br (-0.583, 3.013, 1.669)
C (-2.987, 4.426, 1.792)
F (-2.201, 5.488, 1.884)
H (-3.512, 0.140, -1.344)
H (-5.381, -1.091, -2.384)
H (-6.742, -2.634, -1.020)
H (-6.264, -2.918, 1.384)
H (-4.432, -1.670, 2.441)
H (-2.246, 1.761, 3.919)
H (-1.788, 0.914, 6.174)
H (-1.592, -1.514, 6.576)
H (-1.766, -3.102, 4.687)
H (-2.084, -2.259, 2.394)
F (0.258, 1.329, -7.443)
C (-0.708, 0.547, -6.953)
C (-1.046, 0.622, -5.671)
N (-2.028, -0.183, -5.119)
C (-2.278, -0.171, -3.705)
C (-1.026, -0.517, -2.877)
O (0.066, -0.592, -3.385)
O (-1.336, -0.651, -1.601)
C (-2.692, -1.143, -5.883)
O (-3.513, -1.891, -5.400)
N (-2.356, -1.133, -7.215)
C (-1.397, -0.352, -7.878)
O (-1.209, -0.438, -9.060)
H (-0.550, 1.318, -5.013)
H (-3.052, -0.900, -3.482)
H (-2.575, 0.827, -3.363)
H (-2.866, -1.785, -7.796)


Molecular formula: C42H30Cl2F6N3O6P2S2Sc
Method: DFT, ωB97M-V with the def2-TZVPD basis set

* E_LUMO: -1.12 eV
* largest force on an atom: 5.0 eV/Å
* DFT total energy: -163089.68400 eV

CARTESIAN COORDINATES (ANGSTROEM)
Sc (1.459, 0.939, 1.666)
C (0.972, 1.650, -2.173)
P (-0.114, 2.478, -3.507)
C (1.290, 3.288, -4.336)
C (1.007, 3.774, -5.601)
C (2.102, 4.289, -6.409)
C (3.288, 4.660, -5.822)
C (3.493, 4.404, -4.458)
C (2.582, 3.535, -3.789)
C (-0.442, 1.316, -4.876)
C (-1.727, 1.634, -5.373)
C (-2.207, 0.938, -6.533)
C (-1.273, 0.223, -7.258)
C (-0.011, -0.117, -6.702)
C (0.469, 0.517, -5.603)
C (0.296, 0.389, -1.511)
C (-0.175, -0.810, -2.115)
C (-0.493, -1.798, -1.115)
C (-0.339, -1.169, 0.086)
C (-0.586, -1.687, 1.525)
P (-1.849, -2.897, 1.978)
C (-2.623, -4.066, 0.791)
C (-3.107, -3.382, -0.337)
C (-3.464, -4.169, -1.421)
C (-3.581, -5.571, -1.293)
C (-3.334, -6.203, -0.112)
C (-2.817, -5.468, 0.991)
C (-1.819, -3.525, 3.673)
C (-3.598, -1.825, 3.510)
C (-3.053, -2.857, 5.829)
C (-2.066, -3.604, 6.528)
C (-0.961, -4.160, 5.827)
C (-0.964, -4.288, 4.443)
N (0.357, 0.054, -0.133)
H (1.014, 2.384, -1.328)
H (1.994, 1.399, -2.434)
H (-0.013, 3.961, -5.888)
H (1.976, 4.461, -7.479)
H (4.048, 5.178, -6.443)
H (4.407, 4.811, -3.949)
H (2.848, 3.098, -2.846)
H (-2.275, 2.488, -4.973)
H (-3.275, 0.973, -6.753)
H (-1.521, -0.166, -8.241)
H (0.616, -0.783, -7.291)
H (1.581, 0.616, -5.435)
H (-0.158, -1.057, -3.184)
H (-0.750, -2.781, -1.347)
H (-0.675, -0.769, 2.191)
H (0.387, -2.195, 1.838)
H (-3.120, -2.273, -0.436)
H (-3.870, -3.713, -2.338)
H (-3.914, -6.071, -2.217)
H (-3.337, -7.318, -0.059)
H (-2.899, -5.907, 1.992)
H (-4.349, -1.020, 3.628)
H (-3.990, -2.498, 6.334)
H (-2.163, -3.715, 7.592)
H (-0.190, -4.584, 6.481)
H (-0.092, -4.876, 4.080)
F (2.820, -1.876, 0.155)
C (4.158, -1.587, 0.155)
F (4.502, -0.910, -0.959)
F (4.808, -2.732, 0.299)
S (4.611, -0.219, 1.502)
O (3.576, 0.892, 1.289)
O (6.009, 0.157, 1.307)
N (4.431, -1.122, 2.767)
S (3.072, -1.388, 3.463)
O (1.895, -0.563, 2.974)
O (3.145, -1.396, 4.884)
C (2.592, -3.237, 3.104)
F (3.742, -3.971, 3.006)
F (1.981, -3.732, 4.172)
F (1.867, -3.493, 1.922)
Cl (3.534, 5.018, 3.803)
C (1.868, 4.652, 3.609)
C (0.986, 5.653, 3.968)
C (-0.237, 5.864, 3.315)
Cl (-1.166, 7.297, 3.719)
C (-0.760, 4.734, 2.656)
C (-1.971, 4.826, 1.979)
C (-2.577, 3.663, 1.522)
C (-1.811, 2.491, 1.623)
N (-0.512, 2.380, 2.054)
C (0.010, 3.509, 2.615)
C (1.386, 3.526, 2.945)
O (2.200, 2.598, 2.553)
H (1.207, 6.360, 4.765)
H (-2.396, 5.786, 1.847)
H (-3.627, 3.642, 1.119)
H (-2.283, 1.482, 1.410)
O (-3.095, -1.775, 2.216)
C (-2.948, -2.669, 4.378)


Molecular formula: C42H30Cl5CsGeOSi
Method: DFT, ωB97M-V with the def2-TZVPD basis set

* E_LUMO (spin up / spin down): 1.85 / 0.48 eV
* expectation value of S²: 0.7529
* multiplicity: 2
* largest force on an atom: 4.2 eV/Å
* total charge: -1
* DFT total energy: -173643.08753 eV

CARTESIAN COORDINATES (ANGSTROEM)
Cs (0.415, 1.129, 2.829)
Cl (-1.738, 1.725, 5.592)
C (-0.246, 1.380, 6.386)
C (0.902, 0.936, 5.743)
C (2.141, 0.737, 6.281)
Cl (3.502, 0.384, 5.300)
C (2.251, 0.961, 7.721)
Cl (3.772, 0.705, 8.507)
C (1.096, 1.287, 8.431)
Cl (1.082, 1.270, 10.135)
C (-0.173, 1.597, 7.785)
Cl (-1.553, 2.107, 8.633)
O (1.231, 0.107, -0.005)
Si (2.197, -0.925, -0.706)
C (1.265, -2.513, -1.331)
C (0.318, -2.930, -0.431)
C (-0.401, -4.125, -0.595)
C (-0.224, -4.906, -1.711)
C (0.691, -4.459, -2.672)
C (1.365, -3.268, -2.542)
C (3.050, -0.220, -2.295)
C (4.173, -0.872, -2.864)
C (4.748, -0.303, -3.992)
C (4.233, 0.806, -4.619)
C (3.154, 1.468, -4.031)
C (2.580, 0.950, -2.861)
C (3.725, -1.685, 0.244)
C (3.539, -2.782, 1.109)
C (4.484, -3.094, 2.071)
C (5.640, -2.342, 2.146)
C (5.890, -1.330, 1.222)
C (4.972, -1.060, 0.240)
H (0.071, -2.323, 0.451)
H (-1.131, -4.402, 0.166)
H (-0.760, -5.866, -1.856)
H (0.872, -5.037, -3.597)
H (2.074, -2.968, -3.326)
H (4.496, -1.836, -2.483)
H (5.615, -0.796, -4.407)
H (4.715, 1.193, -5.518)
H (2.679, 2.328, -4.492)
H (1.699, 1.442, -2.407)
H (2.668, -3.440, 1.043)
H (4.244, -3.846, 2.802)
H (6.416, -2.606, 2.885)
H (6.753, -0.649, 1.328)
H (5.209, -0.300, -0.528)
C (-4.823, 5.142, 0.368)
C (-5.408, 3.987, -0.143)
C (-4.642, 2.850, -0.349)
C (-3.291, 2.880, -0.025)
C (-2.697, 4.057, 0.447)
C (-3.483, 5.192, 0.639)
Ge (-2.174, 1.247, -0.377)
C (-1.760, 1.395, -2.344)
C (-1.935, 2.614, -3.021)
C (-1.681, 2.693, -4.381)
C (-1.134, 1.599, -5.064)
C (-0.843, 0.444, -4.356)
C (-1.205, 0.307, -3.025)
C (-3.602, -0.161, -0.173)
C (-4.036, -1.008, -1.187)
C (-4.911, -2.063, -0.901)
C (-5.306, -2.356, 0.385)
C (-4.850, -1.545, 1.401)
C (-4.062, -0.441, 1.121)
H (-5.460, 5.995, 0.554)
H (-6.479, 3.957, -0.395)
H (-5.129, 1.970, -0.770)
H (-1.627, 4.075, 0.654)
H (-3.031, 6.088, 1.039)
H (-2.283, 3.489, -2.442)
H (-1.809, 3.597, -4.965)
H (-0.923, 1.676, -6.132)
H (-0.317, -0.377, -4.876)
H (-1.043, -0.643, -2.518)
H (-3.764, -0.818, -2.240)
H (-5.190, -2.735, -1.709)
H (-5.930, -3.244, 0.603)
H (-5.097, -1.724, 2.453)
H (-3.771, 0.231, 1.952)